Entry from OMol25: a 6-piece molecular cluster, C30H52N2O19P overall in a non-equilibrium geometry (wB97M-V/def2-TZVPD).

Geometry as XYZ:
```
104
Properties=species:S:1:pos:R:3:lowdin_charge:R:1
C 4.3957 -0.6531 3.2923 -0.04
O 3.8244 -1.9588 3.4712 -0.15
C 2.7854 -2.1680 2.5804 -0.23
N 2.7226 -3.6238 2.1944 -0.30
C 3.1691 -4.5383 3.3016 -0.16
C 4.6375 -4.9367 3.2754 -0.24
N 4.8690 -5.8538 4.4236 0.02
C 3.3261 -3.9241 0.8521 -0.06
C 4.5880 -3.1812 0.4989 -0.45
O 5.4083 -2.8014 1.2197 0.22
O 4.7264 -3.0135 -0.8826 0.08
C 5.7670 -3.8851 -1.2828 -0.50
C 7.1469 -3.3153 -1.5047 0.04
O 5.5653 -5.0108 -1.3981 0.21
P 0.8932 -3.9442 2.0402 1.03
C 0.6557 -5.4516 0.9864 -0.25
C 0.1530 -2.5567 1.0614 -0.22
H 4.6548 -0.4852 2.2458 0.09
H 5.3226 -0.6539 3.8506 0.10
H 3.7134 0.1114 3.6538 0.10
H 2.8198 -1.5191 1.7046 0.15
H 1.8638 -1.9605 3.1282 0.10
H 2.9343 -4.1490 4.2845 0.14
H 2.5937 -5.4583 3.1874 0.11
H 5.3059 -4.0954 3.4041 0.11
H 4.9497 -5.4517 2.3640 0.11
H 5.7446 -5.5819 4.8471 0.07
H 4.9655 -6.7841 4.0402 0.07
H 2.5902 -3.6485 0.0994 0.12
H 3.4646 -4.9920 0.7201 0.14
H 7.8209 -3.9276 -0.9146 0.10
H 7.2007 -2.3024 -1.1164 0.08
H 7.4325 -3.3967 -2.5471 0.10
H 0.6688 -5.1511 -0.0633 0.05
H 1.4259 -6.1973 1.1560 0.04
H -0.3360 -5.8224 1.2157 0.05
H -0.0071 -1.7396 1.7608 0.00
H 0.8668 -2.2550 0.2902 0.05
H -0.7904 -2.8750 0.6347 0.06
C -2.4037 2.9927 1.7160 -0.02
C -1.9635 1.5562 1.7606 -0.31
C -2.7871 0.6643 2.6460 -0.08
O -1.8462 -0.3794 2.9703 0.05
C -0.6161 0.1821 2.9249 -0.57
O 0.3790 -0.3499 3.3285 0.11
O -0.6585 1.4061 2.3774 0.11
H -2.7113 3.3471 2.7041 0.09
H -1.5894 3.6349 1.3850 0.10
H -3.2362 3.1096 1.0404 0.06
H -1.8942 1.1601 0.7443 0.15
H -3.6651 0.2600 2.1475 0.14
H -3.0911 1.1463 3.5771 0.15
C 7.2125 0.6819 -3.6912 -0.02
C 8.6026 0.2370 -4.0838 -0.34
C 9.4576 -0.2520 -2.9424 -0.11
O 10.7768 -0.0169 -3.4393 0.06
C 10.6958 1.0413 -4.2987 -0.55
O 11.6264 1.6221 -4.7413 0.18
O 9.3900 1.3349 -4.5650 0.08
H 7.2243 1.2288 -2.7466 0.09
H 6.7946 1.3492 -4.4440 0.09
H 6.5523 -0.1792 -3.5787 0.08
H 8.5456 -0.5052 -4.8861 0.16
H 9.3089 -1.3065 -2.7164 0.12
H 9.3287 0.3348 -2.0288 0.14
C -7.1905 3.9843 -2.4158 0.00
C -5.6890 4.1047 -2.5318 -0.32
C -5.0715 3.2594 -3.6086 -0.09
O -3.7352 3.0795 -3.1078 0.08
C -3.8090 3.1424 -1.7597 -0.54
O -2.9190 2.8449 -1.0185 0.13
O -5.0230 3.5783 -1.3577 0.09
H -7.5186 2.9522 -2.5584 0.09
H -7.5263 4.2938 -1.4258 0.09
H -7.6792 4.6025 -3.1641 0.07
H -5.4015 5.1447 -2.6281 0.13
H -5.0648 3.7424 -4.5804 0.13
H -5.5351 2.2731 -3.6956 0.14
C -7.5831 9.7166 -6.2462 -0.01
C -7.2351 8.2499 -6.1545 -0.32
C -8.1593 7.4314 -5.2927 -0.08
O -7.3049 6.3444 -4.9003 0.05
C -6.0334 6.8227 -4.8966 -0.54
O -5.0948 6.2489 -4.4375 0.15
O -5.9796 8.0422 -5.4785 0.10
H -7.9154 10.1059 -5.2825 0.09
H -6.7139 10.3003 -6.5469 0.09
H -8.3813 9.8749 -6.9708 0.09
H -7.1417 7.8232 -7.1570 0.16
H -9.0359 7.0676 -5.8234 0.14
H -8.4762 7.9571 -4.3893 0.14
C -3.2295 -3.4454 5.3497 -0.02
C -4.7205 -3.3972 5.1050 -0.33
C -5.1313 -2.6925 3.8387 -0.10
O -6.4600 -2.2677 4.1503 0.06
C -6.5122 -2.0895 5.5034 -0.55
O -7.4006 -1.5599 6.0785 0.18
O -5.3914 -2.5981 6.0912 0.09
H -2.7511 -2.5045 5.0695 0.08
H -3.0179 -3.6126 6.4052 0.09
H -2.7722 -4.2463 4.7677 0.08
H -5.1413 -4.4058 5.1550 0.16
H -5.1238 -3.3420 2.9652 0.14
H -4.5278 -1.8033 3.6349 0.12
```

Summary:
Net charge: +1
Multiplicity: 1
LUMO energy (eV): -2.191

=====

Entry from OMol25: C24H37BaN4O3SeSi as an isolated structure in a non-equilibrium geometry (wB97M-V/def2-TZVPD).

Geometry as XYZ:
```
71
Properties=species:S:1:pos:R:3:lowdin_charge:R:1
Ba -0.0501 -0.2289 -0.9162 2.17
O 0.7737 -0.4328 -2.8964 -0.47
C 0.4742 -0.6463 -4.1179 -0.36
C 1.4023 -0.3665 -5.1607 -0.02
C 1.1241 -0.6281 -6.4755 -0.10
C -0.1124 -1.1579 -6.8518 -0.12
C -1.0497 -1.4186 -5.8821 -0.07
C -0.7944 -1.1838 -4.5237 -0.14
C -1.8303 -1.4722 -3.5842 -0.11
N -1.7447 -1.3098 -2.3230 -0.17
C -2.8555 -1.6458 -1.4924 -0.24
C -3.0338 -0.5887 -0.4082 -0.23
N -1.9545 -0.6789 0.5322 -0.15
C -1.6279 0.3264 1.2251 -0.23
C -2.1245 1.6941 1.0683 -0.17
C -2.9402 2.3069 1.9978 -0.04
C -3.4341 3.5821 1.7823 -0.12
C -3.0866 4.2512 0.6184 -0.11
C -2.2417 3.6722 -0.3022 -0.05
C -1.7181 2.3758 -0.1149 -0.45
O -0.9017 1.8431 -0.9521 -0.40
H 2.3539 0.0605 -4.8738 0.10
H 1.8695 -0.4264 -7.2346 0.10
H -0.3326 -1.3462 -7.8931 0.09
H -2.0154 -1.8245 -6.1627 0.10
H -2.7611 -1.8694 -4.0201 0.13
H -2.6261 -2.5874 -0.9791 0.13
H -3.7854 -1.7683 -2.0746 0.12
H -3.9585 -0.8086 0.1394 0.14
H -3.1336 0.4040 -0.8617 0.12
H -0.8793 0.1423 1.9884 0.12
H -3.2092 1.7638 2.8936 0.11
H -4.0935 4.0438 2.5027 0.09
H -3.4825 5.2402 0.4271 0.09
H -1.9658 4.1906 -1.2118 0.11
N 3.7339 0.0079 -2.2298 0.00
C 4.1224 -1.0868 -1.3512 -0.29
C 3.5912 -0.8499 0.0613 -0.27
N 2.1847 -1.2309 0.1853 -0.18
H 2.7185 -0.0205 -2.3475 0.02
H 4.1359 -0.1475 -3.1497 0.06
H 5.2168 -1.1105 -1.3173 0.10
H 3.7676 -2.0695 -1.7052 0.11
H 3.6796 0.2180 0.2757 0.10
H 4.2111 -1.4107 0.7748 0.11
H 1.9034 -1.0094 1.1396 -0.03
H 2.1359 -2.2512 0.1843 0.03
C 0.8951 4.0086 1.1208 0.00
C 1.4684 2.7639 0.4909 -0.50
C 2.1604 2.9812 -0.8189 -0.01
O 1.3470 1.6705 0.9893 0.01
H 1.6452 4.7870 1.2387 0.08
H 0.4419 3.7765 2.0799 0.09
H 0.1162 4.3847 0.4601 0.08
H 2.7527 3.8928 -0.8174 0.08
H 1.3757 3.0730 -1.5696 0.09
H 2.7675 2.1174 -1.0839 0.06
C -0.7883 -1.0370 4.7878 -0.25
Si 0.1995 -2.6697 4.7661 -0.06
C -1.0469 -4.0369 5.2364 -0.26
C 1.4831 -2.5390 6.1764 -0.26
Se 1.1631 -3.1119 2.8321 0.07
H -1.1953 -0.8442 5.7766 0.01
H -1.6170 -1.0812 4.0882 0.00
H -0.1644 -0.1922 4.5138 0.01
H -1.3151 -3.9954 6.2884 0.01
H -0.6327 -5.0191 5.0321 0.01
H -1.9567 -3.9373 4.6513 0.01
H 1.0035 -2.5376 7.1513 0.00
H 2.0651 -1.6268 6.0863 0.01
H 2.1765 -3.3738 6.1403 0.01
```

Summary:
Net charge: -1
Energy relative to the best compared isomer or geometry (same formula, charge and spin) (kJ/mol): 376.02
Multiplicity: 1
LUMO energy (eV): 2.233

=====

Entry from OMol25: C16H24BaF12NO12PS2 as an isolated structure in a non-equilibrium geometry (wB97M-V/def2-TZVPD).

Geometry as XYZ:
```
69
Properties=species:S:1:pos:R:3:lowdin_charge:R:1
Ba -0.2509 0.1128 0.7335 2.13
P 2.2578 2.0882 2.4233 0.15
F 1.4278 3.4184 2.6860 -0.12
F 3.4600 2.9520 1.8219 -0.11
F 2.8879 2.0630 3.8789 -0.10
F 3.0670 0.7139 2.0413 -0.16
F 0.9836 1.2016 2.9452 -0.25
F 1.5965 1.9549 0.9085 -0.31
C -4.4258 -1.4570 -1.2929 -0.65
F -5.1644 -0.7685 -0.4050 0.12
F -4.1586 -2.6571 -0.7691 0.12
F -5.1094 -1.6047 -2.4157 0.16
S -2.8672 -0.4398 -1.6574 0.59
O -2.8660 -0.2494 -3.0641 -0.25
O -2.9697 0.7668 -0.8745 -0.31
N -1.6130 -1.3654 -1.0642 -0.46
S -1.2478 -2.4241 -2.2650 0.60
O -2.3618 -3.1284 -2.7961 -0.24
O -0.2837 -1.8409 -3.1563 -0.27
C -0.2670 -3.6369 -1.2785 -0.67
F -0.0574 -4.7281 -1.9903 0.17
F 0.9036 -3.0983 -0.9249 0.13
F -0.9219 -3.9769 -0.1565 0.12
C -2.5589 2.3090 2.6611 -0.06
O -1.7521 2.1761 1.4940 -0.38
C -1.4060 3.4237 0.8842 -0.18
C -1.2037 3.3348 -0.6112 -0.17
O -0.3402 2.2544 -0.9833 -0.36
C -0.2686 2.0241 -2.3691 -0.08
H -1.9480 2.5627 3.5364 0.10
H -3.0196 1.3413 2.8525 0.09
H -3.3242 3.0735 2.5223 0.10
H -0.5696 3.8432 1.4552 0.12
H -2.2144 4.1413 1.0773 0.13
H -0.7674 4.2632 -0.9897 0.14
H -2.1819 3.1191 -1.0529 0.12
H 0.0474 0.9907 -2.5395 0.08
H 0.4318 2.7187 -2.8436 0.11
H -1.2506 2.1083 -2.8504 0.10
C -2.7571 -2.0291 1.8555 -0.09
O -1.8617 -1.0796 2.4060 -0.38
C -1.3911 -1.4832 3.6776 -0.19
C -0.2368 -2.4684 3.5058 -0.21
O 0.7667 -1.8191 2.7704 -0.28
C 1.9991 -2.4920 2.7202 -0.07
H -3.3256 -1.5397 1.0774 0.06
H -3.5594 -2.2515 2.5741 0.11
H -2.3009 -2.9501 1.5071 0.09
H -2.1195 -1.9610 4.3434 0.14
H -1.0087 -0.6206 4.2297 0.14
H -0.5496 -3.3971 3.0100 0.13
H 0.1068 -2.7331 4.5181 0.14
H 1.9991 -3.2436 1.9222 0.10
H 2.1888 -3.0243 3.6596 0.10
H 2.7734 -1.7451 2.5750 0.09
C 2.5699 -0.5751 -3.1463 0.07
C 3.2185 -0.1025 -4.2180 -0.22
C 4.2977 0.9612 -4.1366 -0.32
O 4.8563 1.2625 -5.1656 0.11
C 4.5442 1.5427 -2.8372 0.07
C 3.8733 1.1082 -1.7610 -0.22
C 2.8236 0.0119 -1.8400 -0.29
O 2.1979 -0.2875 -0.8442 -0.01
O 4.0555 1.6781 -0.5976 0.13
O 2.9793 -0.5464 -5.4389 0.13
H 1.8740 -1.3978 -3.2282 0.11
H 5.2194 2.3844 -2.7675 0.14
H 3.5104 1.2531 0.0931 0.07
H 3.5629 -0.0351 -6.0352 0.12
```

Summary:
Net charge: 0
Energy relative to the best compared isomer or geometry (same formula, charge and spin) (kJ/mol): 0.00
Multiplicity: 1
LUMO energy (eV): -1.394

=====

Entry from OMol25: one molecule with the formula CH2N2O3S in a non-equilibrium geometry (wB97M-V/def2-TZVPD).

Geometry as XYZ:
```
9
Properties=species:S:1:pos:R:3:lowdin_charge:R:1
C 0.3150 -1.2201 -0.3687 -0.19
N -0.0501 0.2887 -0.0340 -0.37
N -1.1863 0.7040 0.5607 -0.50
O -1.9560 -0.1805 0.9254 0.04
O 1.4581 -1.4412 -0.5897 0.04
O -1.3114 1.8894 0.7733 0.04
S 1.1983 1.4735 -0.2443 0.86
H -0.5277 -2.0773 -0.2456 0.19
H 2.0601 0.5635 -0.7771 -0.11
```

Summary:
Net charge: 0
Energy relative to the best compared isomer or geometry (same formula, charge and spin) (kJ/mol): 388.66
SMILES: O=CN(S)[N+](=O)[O-]
Multiplicity: 1
LUMO energy (eV): -0.400

=====

Entry from OMol25: C16H20ClN3O as an isolated structure in a non-equilibrium geometry (wB97M-V/def2-TZVPD).

Geometry as XYZ:
```
41
Properties=species:S:1:pos:R:3:lowdin_charge:R:1
C 0.6580 -2.7774 -1.0430 -0.06
H 1.3656 -2.0395 -1.1609 0.02
H 0.8284 -3.5121 -2.0623 0.15
C -0.7345 -2.1114 -1.1601 -0.43
C -1.8813 -3.0316 -1.2860 -0.19
C -3.1944 -2.4423 -0.9913 -0.17
C -3.3059 -1.5171 0.3637 -0.03
N -2.1367 -0.5754 0.1105 -0.15
C -2.3478 0.5375 -0.7765 -0.13
C -1.6080 1.6446 -0.3531 -0.27
N -0.1383 1.7274 -0.6415 0.16
C 0.1824 3.0072 -0.0797 -0.29
N -1.0834 3.5964 0.5664 0.13
O -1.9567 2.5104 0.5130 0.01
C 1.4142 3.6025 -0.1857 -0.08
C 2.3083 2.6284 0.7706 -0.31
C 2.4940 1.4642 0.0437 -0.02
C 3.4211 0.5010 0.7212 -0.18
C 3.9810 0.5894 1.8021 -0.16
C 3.6621 1.8616 2.6550 0.03
C 2.8667 2.8857 1.8347 -0.57
Cl 2.5410 4.2667 2.9341 0.62
H 4.0892 2.0282 3.5768 0.05
H 4.6223 -0.0377 2.5786 0.15
H 3.8826 -0.5210 -0.0919 0.19
H 2.2101 1.1216 -1.0123 0.14
H 1.2408 4.6448 0.4125 0.17
H 1.7903 3.5305 -1.1558 0.10
H -2.2192 0.2945 -1.6263 0.02
H -3.5317 0.7968 -0.5524 0.21
C -0.7902 -1.2787 0.0676 -0.13
H -0.0959 -0.3416 0.0117 0.13
H -0.7291 -1.8622 1.0306 0.14
H -4.2777 -1.0242 0.2219 0.11
H -3.1335 -2.1681 1.0907 0.06
H -3.2235 -2.1129 -1.9382 0.06
H -3.9004 -3.2707 -1.1687 0.12
H -1.7387 -3.8617 -1.7885 0.05
H -1.5989 -3.8577 -0.2513 0.19
H -0.6338 -1.5184 -1.8851 0.07
H 0.7016 -3.3774 -0.0949 0.09
```

Summary:
Net charge: 0
Energy relative to the best compared isomer or geometry (same formula, charge and spin) (kJ/mol): 1474.23
Multiplicity: 1
LUMO energy (eV): -0.009

=====

Entry from OMol25: a 7-piece molecular cluster, C22H60F6N5O11S2 overall in a non-equilibrium geometry (wB97M-V/def2-TZVPD).

Geometry as XYZ:
```
106
Properties=species:S:1:pos:R:3:lowdin_charge:R:1
C 2.3375 -6.8658 5.4003 -0.04
C 2.6375 -6.0813 4.1671 -0.35
C 2.9660 -6.9990 3.0029 -0.10
O 3.3507 -6.0151 1.9187 -0.22
C 3.8271 -6.6453 0.7475 -0.08
N 1.4393 -5.2098 3.9292 0.25
H 1.6485 -4.6181 3.1379 0.17
H 0.6972 -5.8683 3.7398 0.17
H 1.1289 -4.6174 4.6860 0.17
H 2.1567 -6.3209 6.3269 0.10
H 3.1299 -7.6130 5.4423 0.11
H 1.4407 -7.4710 5.2682 0.10
H 3.5332 -5.4625 4.2208 0.16
H 2.0232 -7.4757 2.7349 0.14
H 3.8017 -7.6853 3.1398 0.15
H 2.9831 -7.2019 0.3402 0.10
H 4.7214 -7.1712 1.0817 0.09
H 4.2845 -5.9620 0.0320 0.10
C -2.8758 7.7851 -2.4917 -0.02
C -4.2103 7.1102 -2.8102 -0.28
C -5.4038 8.0648 -2.9545 -0.21
O -6.6140 7.3680 -3.1147 -0.17
C -7.7869 8.2197 -3.1757 -0.06
N -4.0957 6.3349 -4.1071 0.23
H -3.4563 5.5530 -4.1137 0.17
H -4.9091 5.7728 -4.3134 0.16
H -3.8830 6.9184 -4.9036 0.18
H -2.7851 8.8094 -2.8530 0.10
H -1.9489 7.3095 -2.8124 0.09
H -2.7660 7.6950 -1.4110 0.10
H -4.4325 6.3700 -2.0415 0.16
H -5.2774 8.7804 -3.7669 0.14
H -5.3055 8.6849 -2.0635 0.14
H -7.7192 8.9033 -4.0220 0.09
H -8.0359 8.7794 -2.2741 0.10
H -8.6808 7.6838 -3.4949 0.09
C -4.3205 0.6643 4.2552 -0.03
C -4.3098 2.2240 4.4639 -0.27
C -5.3966 2.6731 5.4341 -0.21
O -5.4720 4.0864 5.6002 -0.17
C -6.5488 4.4665 6.4644 -0.07
N -2.9239 2.6466 4.9382 0.24
H -3.0580 3.6411 5.0526 0.16
H -2.4865 2.2832 5.7729 0.18
H -2.2499 2.7493 4.1930 0.17
H -5.2656 0.3764 3.7947 0.09
H -4.3859 0.0378 5.1448 0.09
H -3.6179 0.2605 3.5263 0.09
H -4.4734 2.7925 3.5484 0.16
H -5.1862 2.1374 6.3598 0.14
H -6.2852 2.1139 5.1414 0.14
H -6.6784 5.5480 6.5064 0.10
H -6.3752 4.1678 7.4982 0.09
H -7.4703 3.9814 6.1424 0.10
C 6.6453 -1.1463 10.5468 -0.01
C 7.1734 -1.6688 9.1765 -0.28
C 6.5008 -1.1049 7.8657 -0.21
O 7.1197 -1.5041 6.6878 -0.19
C 6.6247 -0.8364 5.5217 -0.05
N 8.6511 -1.2867 9.1232 0.24
H 8.9972 -2.0852 9.6356 0.17
H 9.0032 -1.4623 8.1929 0.16
H 8.7927 -0.3614 9.5024 0.17
H 7.2264 -1.5383 11.3815 0.10
H 5.6154 -1.5027 10.5677 0.09
H 6.5541 -0.0611 10.5001 0.10
H 7.1277 -2.7530 9.0733 0.15
H 6.6763 -0.0299 7.9071 0.13
H 5.4716 -1.4327 8.0119 0.14
H 6.1872 0.1557 5.6333 0.10
H 5.7624 -1.4481 5.2564 0.08
H 7.3682 -1.0310 4.7487 0.11
C -2.6072 -1.2859 -9.1001 -0.03
C -2.9097 -2.6157 -8.4053 -0.21
C -2.5075 -2.7388 -6.9451 -0.22
O -3.0371 -3.8495 -6.3199 -0.17
C -2.6194 -3.9647 -5.0362 -0.13
N -4.4845 -2.7977 -8.5386 0.23
H -5.0767 -2.0412 -8.2269 0.16
H -4.7298 -2.8390 -9.5175 0.16
H -4.9049 -3.5473 -8.0080 0.16
H -1.5791 -0.9432 -8.9840 0.10
H -3.1072 -0.3724 -8.7783 0.09
H -2.6318 -1.2776 -10.1898 0.10
H -2.5316 -3.5387 -8.8450 0.16
H -2.6718 -1.8240 -6.3757 0.14
H -1.4252 -2.8199 -6.8443 0.15
H -1.5537 -4.0739 -4.8348 0.10
H -3.1614 -4.8363 -4.6692 0.11
H -2.8573 -3.0364 -4.5168 0.09
C 5.1835 -0.4211 -11.2906 -0.65
F 4.3189 0.1813 -10.4690 0.11
F 6.1342 0.4742 -11.6336 0.08
F 5.8088 -1.5016 -10.8655 0.13
S 4.3932 -0.9044 -13.0381 0.45
O 4.0236 0.3566 -13.6753 -0.37
O 5.3424 -1.6536 -13.8523 -0.36
O 3.2763 -1.7734 -12.6937 -0.40
C 2.7841 0.8359 -2.4637 -0.61
F 2.5081 1.7248 -3.4989 0.06
F 2.8129 -0.3224 -3.0661 0.14
F 3.9704 1.1016 -1.9059 0.12
S 1.4011 0.9369 -1.0484 0.46
O 0.1516 1.4620 -1.5944 -0.38
O 1.3493 -0.4290 -0.5583 -0.39
O 2.0233 1.7230 0.0274 -0.39
```

Summary:
Net charge: +3
Energy relative to the best compared isomer or geometry (same formula, charge and spin) (kJ/mol): 655.64
Multiplicity: 1
LUMO energy (eV): -6.126

=====

Table of highest occupied orbital energy (eV), in record order: -12.230, -3.721, -9.433, -9.558, -8.138, -8.641
Table of E_tot (eV), in record order: -83118.6272, -111513.0081, -107311.2258, -21022.3955, -35942.1884, -91701.6480
Table of orbital gap (eV), in record order: 10.039, 5.954, 8.038, 9.158, 8.129, 2.514